(1)
{
  "formula": "C4H8O",
  "method": "wB97M-V/def2-TZVPD",
  "smiles": "C/C=C/OC",
  "homo_ev": -8.76,
  "e_above_lowest_kcal_mol": 58.9,
  "symbols": ["C", "C", "C", "O", "C", "H", "H", "H", "H", "H", "H", "H", "H"],
  "xyz": [[2.2541, 0.8349, 0.4061], [0.9158, 0.1004, 0.4626], [-0.0014, 0.3386, -0.4855], [-1.2042, -0.2888, -0.7839], [-1.9809, -0.9770, 0.1982], [2.0767, 1.9703, 0.1093], [2.7748, 1.0614, 1.4426], [3.0160, 0.2833, -0.2715], [0.8191, -0.8375, 1.2411], [0.1490, 1.2914, -1.2207], [-2.1209, -0.3218, 1.1470], [-1.2668, -1.7137, 0.6178], [-2.9403, -1.2040, -0.2828]],
  "atomic_forces_ev_per_a": [[1.1, 2.1, 1.0], [0.0, -2.2, 1.2], [-0.5, 1.7, -1.1], [0.5, 1.2, -0.2], [2.0, 1.6, 2.1], [0.4, -2.5, -0.2], [-1.1, -1.1, -1.8], [-1.2, 1.2, 1.1], [0.1, 2.5, -2.1], [-0.3, -2.6, 1.7], [-0.2, -0.5, -1.6], [-1.3, -0.8, -0.5], [0.6, -0.6, 0.4]]
}

***

(2)
{
  "formula": "C4H10N2O2",
  "method": "wB97M-V/def2-TZVPD",
  "homo_ev": -9.84,
  "e_above_lowest_kcal_mol": 175.9,
  "symbols": ["C", "C", "C", "O", "N", "C", "N", "O", "H", "H", "H", "H", "H", "H", "H", "H", "H", "H"],
  "xyz": [[-0.5824, -0.4680, -0.7219], [-1.1157, 0.0137, 0.6026], [-0.3567, -0.6707, 1.7252], [0.1615, -2.9210, 0.2273], [0.8393, -0.2707, -1.0071], [1.4307, 1.0136, -0.9094], [0.6509, 2.0382, -1.3660], [2.5652, 1.1380, -0.5029], [-1.2003, -0.1099, -1.5502], [-0.5540, -1.5675, -0.4551], [-1.1571, 1.1050, 0.6706], [-2.1475, -0.3471, 0.6380], [0.6610, -0.5002, 2.0598], [-0.9836, -0.6872, 2.6224], [-0.3674, -1.7509, 1.3732], [1.3475, -0.8928, -0.3717], [1.1217, 2.9279, -1.4451], [-0.3131, 1.9494, -1.5898]],
  "atomic_forces_ev_per_a": [[1.0, 0.5, -0.2], [0.5, 0.0, 0.5], [-1.3, -0.5, 0.6], [-0.3, 0.8, 0.3], [-0.1, 0.3, 1.3], [-0.5, -0.9, -0.3], [1.0, 0.4, 0.3], [-0.1, 0.3, -0.1], [0.0, -0.6, -0.1], [-0.6, -0.5, -1.2], [0.3, 0.0, 0.1], [0.0, 0.2, 0.2], [0.2, 0.7, -0.7], [0.1, -0.1, 0.0], [0.3, -0.5, 0.1], [0.2, 0.2, -0.6], [-0.3, -0.1, 0.1], [-0.3, -0.1, -0.2]]
}

***

(3)
{
  "formula": "C3H11NP",
  "method": "wB97M-V/def2-TZVPD",
  "homo_ev": -13.88,
  "charge": 1,
  "e_above_lowest_kcal_mol": 136.6,
  "symbols": ["C", "C", "C", "N", "P", "H", "H", "H", "H", "H", "H", "H", "H", "H", "H", "H"],
  "xyz": [[1.6778, 0.4448, 0.2601], [0.2277, -1.4896, 0.0460], [-0.7205, 0.7674, -0.1369], [0.4502, -0.0906, -0.3669], [-2.3572, 0.0230, 0.1902], [2.5529, -0.1214, -0.0492], [1.8181, 1.4882, -0.0104], [1.5651, 0.3754, 1.3427], [-0.1829, -1.5103, 1.0551], [-0.4713, -1.9811, -0.6323], [1.1686, -2.0393, 0.0294], [-0.6776, 1.6780, -0.7200], [-0.1058, 1.6471, 1.5081], [0.6278, -0.0925, -1.3807], [-3.0159, 1.2369, 0.0206], [-2.5569, -0.3359, -1.1558]],
  "atomic_forces_ev_per_a": [[0.9, 0.4, 0.5], [-0.1, -1.0, 0.2], [1.1, 2.4, 3.2], [0.1, 0.0, -0.5], [-0.1, -0.4, 0.3], [-0.1, -0.2, -0.2], [-0.2, 0.0, -0.1], [-0.1, -0.1, -0.1], [0.1, 0.1, 0.0], [0.0, 0.2, 0.0], [0.0, 0.2, -0.1], [0.2, -0.1, -0.2], [-1.5, -1.7, -2.9], [-0.1, 0.0, 0.2], [-0.1, 0.4, 0.0], [-0.1, -0.2, -0.3]]
}

***

(4)
{
  "formula": "C6H11O5S",
  "method": "wB97M-V/def2-TZVPD",
  "homo_ev": -14.02,
  "charge": 1,
  "e_above_lowest_kcal_mol": 0.0,
  "symbols": ["C", "C", "C", "C", "C", "C", "O", "O", "O", "O", "O", "S", "H", "H", "H", "H", "H", "H", "H", "H", "H", "H", "H"],
  "xyz": [[1.1342, 0.6184, 1.1898], [-0.3757, 0.4061, 0.7737], [1.9607, -0.4464, 0.5212], [-0.5125, 0.6021, -0.7752], [1.6871, -0.0922, -1.0149], [-1.9698, 0.4385, -1.2488], [1.6004, 1.8812, 0.6961], [-0.6895, -0.9300, 1.0744], [1.7870, -1.7563, 0.7783], [-2.6451, -0.6223, -0.5821], [0.4226, -0.2793, -1.4109], [2.2989, 1.5412, -1.2127], [1.2008, 0.8086, 2.2844], [-1.0100, 0.9699, 1.4561], [3.1288, -0.4025, 0.6214], [-0.3029, 1.6802, -1.1310], [2.3090, -0.6728, -1.7359], [-2.0285, 0.1278, -2.4026], [-2.4379, 1.4432, -1.2341], [2.4881, 2.2457, 1.0022], [-1.4077, -1.3610, 0.5895], [0.8666, -1.9675, 0.7529], [-3.5884, -0.7184, -0.8197]],
  "atomic_forces_ev_per_a": [[-1.0, -0.1, 1.6], [0.0, -0.3, -0.6], [3.8, -0.5, -1.2], [-0.9, 1.9, 0.0], [1.6, -0.3, -0.5], [-0.2, -1.2, -3.3], [1.6, 1.5, -2.5], [1.4, -1.0, 1.0], [0.5, -0.7, 0.4], [-0.5, 0.3, 0.5], [-2.4, -0.1, -0.2], [-0.3, 0.8, 1.1], [0.1, -1.0, -0.5], [-0.1, 0.9, -0.7], [-2.0, 1.0, 0.2], [0.1, -1.5, 0.8], [0.1, 0.0, 0.9], [0.8, 1.0, 2.2], [-0.1, -0.7, 0.7], [-1.4, -1.0, 0.5], [-0.3, 0.9, -0.3], [-1.4, -0.3, 0.2], [0.8, 0.4, -0.1]]
}

***

(5)
{
  "formula": "C6H6I2",
  "method": "wB97M-V/def2-TZVPD",
  "homo_ev": [-9.07, -9.07],
  "e_above_lowest_kcal_mol": 46.3,
  "symbols": ["C", "C", "C", "C", "C", "C", "I", "I", "H", "H", "H", "H", "H", "H"],
  "xyz": [[-0.2632, -1.7844, -0.3189], [0.3551, 1.5782, 0.2501], [0.0032, -0.8102, 0.7993], [-0.0816, 0.6045, -0.8354], [-0.9034, -0.4701, -0.3161], [0.9503, 0.2323, 0.2512], [-3.6630, 0.0339, 0.0168], [2.9954, 0.0154, -0.1125], [0.5736, -2.0559, -1.1262], [-0.9105, -2.6007, -0.0860], [0.8911, 2.4684, 0.0881], [-0.4596, 1.9473, 1.0400], [-0.2250, -0.9196, 1.9059], [0.2277, 0.9515, -1.7699]],
  "atomic_forces_ev_per_a": [[1.2, -1.5, -1.8], [-3.5, 0.4, 2.8], [0.6, 0.1, 2.1], [0.6, 1.8, 1.0], [-2.0, 1.0, -0.6], [-0.2, 0.4, 0.6], [2.5, -0.6, -0.3], [0.0, -0.3, 0.0], [-1.9, 0.8, 1.9], [-0.2, -0.5, 0.2], [1.1, 0.5, -1.1], [1.6, -1.6, -1.4], [0.3, -0.2, -1.7], [-0.2, -0.3, -1.8]]
}

***

The records above yield calculated total energy values of -6322.6128 -11379.2772 -14057.3204 -27462.0954 -22515.7924 eV, respectively.